{"formula": "C37H38As2N2O3TeTi", "method": "wB97M-V/def2-TZVPD", "elements": ["Ti", "C", "O", "C", "C", "C", "C", "C", "C", "N", "N", "C", "O", "C", "C", "C", "C", "C", "C", "C", "O", "H", "H", "H", "H", "H", "H", "H", "H", "H", "H", "H", "H", "C", "As", "C", "C", "C", "C", "C", "C", "C", "As", "C", "C", "H", "H", "H", "H", "H", "H", "H", "H", "H", "H", "H", "H", "H", "H", "H", "H", "Te", "C", "C", "C", "C", "C", "C", "C", "C", "C", "C", "C", "C", "H", "H", "H", "H", "H", "H", "H", "H", "H", "H"], "xyz": [[0.32, 0.49, -0.11], [-0.28, 3.85, 2.35], [0.00, 3.19, 3.59], [0.83, 2.14, 3.66], [1.46, 1.94, 4.89], [2.32, 0.88, 5.11], [2.57, -0.02, 4.09], [1.95, 0.14, 2.86], [2.16, -0.86, 1.85], [1.57, -0.89, 0.69], [1.86, -2.00, -0.13], [1.28, -1.84, -1.26], [0.55, -0.71, -1.47], [1.37, -2.83, -2.34], [1.97, -4.07, -2.11], [2.05, -4.99, -3.14], [1.54, -4.68, -4.39], [0.95, -3.44, -4.62], [0.86, -2.52, -3.59], [1.07, 1.23, 2.65], [0.45, 1.30, 1.44], [-0.70, 4.82, 2.61], [-0.99, 3.30, 1.75], [0.64, 4.01, 1.79], [1.25, 2.66, 5.67], [2.79, 0.76, 6.08], [3.25, -0.85, 4.24], [2.85, -1.67, 2.06], [2.37, -4.30, -1.13], [2.50, -5.95, -2.96], [1.60, -5.40, -5.19], [0.56, -3.20, -5.61], [0.40, -1.55, -3.76], [-1.73, -0.40, 2.92], [-1.89, -0.53, 0.99], [-2.94, -2.13, 0.82], [-3.15, 0.93, 0.67], [-4.21, 1.12, 1.55], [-5.05, 2.21, 1.42], [-4.83, 3.14, 0.41], [-3.78, 2.96, -0.48], [-2.95, 1.85, -0.36], [-1.58, 1.45, -1.69], [-2.41, -0.14, -2.46], [-1.93, 2.67, -3.13], [-2.59, -0.88, 3.37], [-1.70, 0.65, 3.21], [-0.83, -0.90, 3.26], [-3.95, -1.88, 1.12], [-2.52, -2.87, 1.50], [-2.93, -2.52, -0.19], [-4.38, 0.41, 2.36], [-5.87, 2.35, 2.11], [-5.48, 4.00, 0.31], [-3.62, 3.68, -1.27], [-3.48, -0.05, -2.34], [-2.04, -1.04, -1.99], [-2.16, -0.19, -3.52], [-2.98, 2.57, -3.37], [-1.32, 2.36, -3.98], [-1.68, 3.69, -2.87], [2.32, 2.44, -0.74], [3.79, 1.32, -1.74], [3.46, 0.22, -2.53], [4.48, -0.50, -3.14], [5.80, -0.13, -2.94], [6.12, 0.96, -2.14], [5.11, 1.69, -1.53], [1.58, 3.56, -2.36], [1.29, 4.90, -2.14], [0.84, 5.69, -3.19], [0.71, 5.14, -4.46], [1.00, 3.80, -4.68], [1.43, 3.00, -3.62], [2.43, -0.07, -2.69], [4.23, -1.36, -3.75], [6.60, -0.70, -3.41], [7.15, 1.25, -1.99], [5.36, 2.54, -0.91], [1.43, 5.34, -1.16], [0.62, 6.73, -3.02], [0.38, 5.76, -5.29], [0.91, 3.37, -5.67], [1.66, 1.96, -3.80]], "lowdin_charge": [0.57, -0.03, -0.04, -0.22, 0.06, -0.02, 0.00, -0.14, 0.03, -0.08, 0.14, -0.39, -0.30, -0.17, -0.01, -0.05, -0.05, -0.05, -0.03, -0.24, -0.35, 0.11, 0.08, 0.08, 0.14, 0.13, 0.13, 0.15, 0.12, 0.12, 0.12, 0.11, 0.11, -0.23, 1.19, -0.23, -0.40, -0.09, -0.04, -0.04, -0.09, -0.42, 1.16, -0.24, -0.25, 0.05, 0.05, 0.04, 0.05, 0.05, 0.03, 0.11, 0.12, 0.12, 0.10, 0.05, 0.00, 0.04, 0.05, 0.03, 0.04, 1.57, -0.50, -0.14, -0.05, -0.05, -0.05, -0.13, -0.52, -0.14, -0.06, -0.06, -0.07, -0.14, 0.07, 0.12, 0.12, 0.12, 0.10, 0.10, 0.12, 0.12, 0.12, 0.10], "homo_lumo_gap_ha": 0.24105, "homo_ev": -13.65, "e_lumo_ev": -7.09, "e_tot_ha": -7356.52895, "charge": 2}